Record 1
{
  "formula": "C2H2N4O2",
  "method": "ωB97M-V with the def2-TZVPD basis set",
  "symbols": ["H", "N", "C", "N", "N", "N", "C", "O", "O", "H"],
  "positions_angstrom": [[-2.45, -1.77, 0.03], [-2.57, -0.78, 0.02], [-1.45, -0.22, -0.01], [-1.25, 1.20, -0.03], [-0.03, 1.44, -0.01], [0.66, 0.31, 0.10], [2.06, 0.22, 0.00], [2.59, -0.84, -0.01], [-0.13, -0.76, -0.03], [2.56, 1.20, -0.05]],
  "smiles": "[H]/N=c1/nnn(C=O)o1",
  "charge": 0,
  "lumo_ev": -0.6,
  "energy_ev": -12158.22035,
  "spin_multiplicity": 1,
  "fmax_ev_per_a": 1.81,
  "homo_ev": -10.083
}

Record 2
{
  "formula": "C12H30Ag4FO6",
  "method": "ωB97M-V with the def2-TZVPD basis set",
  "symbols": ["Ag", "Ag", "Ag", "Ag", "F", "C", "O", "C", "C", "O", "C", "H", "H", "H", "H", "H", "H", "H", "H", "H", "H", "C", "O", "C", "C", "O", "C", "H", "H", "H", "H", "H", "H", "H", "H", "H", "H", "C", "O", "C", "C", "O", "C", "H", "H", "H", "H", "H", "H", "H", "H", "H", "H"],
  "positions_angstrom": [[-2.18, -11.91, -17.66], [-0.35, -9.89, -21.70], [0.02, -13.44, -20.03], [-2.96, -12.38, -21.15], [-1.14, -11.21, -19.82], [-2.84, -10.42, -23.62], [-2.52, -10.04, -22.27], [-3.47, -9.18, -21.59], [-2.82, -8.40, -20.38], [-1.52, -7.94, -20.86], [-0.82, -7.16, -19.94], [-3.19, -9.56, -24.20], [-3.62, -11.16, -23.79], [-1.91, -10.79, -24.06], [-4.33, -9.81, -21.37], [-3.96, -8.47, -22.26], [-2.74, -9.11, -19.56], [-3.47, -7.63, -19.98], [0.22, -7.08, -20.24], [-0.81, -7.72, -19.00], [-1.18, -6.15, -19.76], [2.50, -11.49, -19.41], [2.37, -12.56, -20.38], [3.25, -13.65, -20.17], [2.80, -14.83, -20.95], [1.59, -15.26, -20.36], [0.92, -16.27, -21.01], [3.38, -10.87, -19.61], [2.52, -11.91, -18.41], [1.71, -10.74, -19.37], [3.35, -13.96, -19.13], [4.24, -13.30, -20.46], [3.53, -15.61, -20.73], [2.73, -14.62, -22.02], [0.05, -16.62, -20.45], [1.64, -17.04, -21.29], [0.45, -15.88, -21.91], [-3.98, -13.63, -15.32], [-2.77, -12.90, -15.48], [-2.55, -11.91, -14.47], [-1.42, -10.87, -14.72], [-1.40, -10.48, -16.08], [-0.22, -9.86, -16.56], [-4.23, -14.13, -16.25], [-4.86, -13.02, -15.13], [-3.89, -14.30, -14.46], [-2.25, -12.48, -13.59], [-3.43, -11.34, -14.19], [-0.47, -11.35, -14.50], [-1.61, -10.09, -13.98], [-0.30, -9.72, -17.64], [0.66, -10.50, -16.49], [0.08, -8.89, -16.16]],
  "charge": 3,
  "lumo_ev": -11.8,
  "energy_ev": -43897.38770,
  "spin_multiplicity": 1,
  "fmax_ev_per_a": 2.51,
  "homo_ev": -18.121
}

Record 3
{
  "formula": "C3H6BrMgO",
  "method": "ωB97M-V with the def2-TZVPD basis set",
  "symbols": ["Mg", "Br", "C", "C", "O", "C", "H", "H", "H", "H", "H", "H"],
  "positions_angstrom": [[-4.43, 0.38, -0.68], [-3.17, -1.56, -0.71], [1.16, -0.89, 0.84], [1.08, 0.56, 0.46], [1.67, 1.40, 1.07], [0.22, 0.91, -0.73], [0.22, -1.23, 1.31], [1.97, -1.05, 1.55], [1.30, -1.54, -0.02], [0.02, 1.99, -0.73], [-0.74, 0.37, -0.67], [0.70, 0.66, -1.67]],
  "charge": 1,
  "lumo_ev": -8.0,
  "energy_ev": -80735.83383,
  "spin_multiplicity": 1,
  "fmax_ev_per_a": 0.72,
  "homo_ev": -12.038
}

Record 4
{
  "formula": "C4H5ClOS",
  "method": "ωB97M-V with the def2-TZVPD basis set",
  "symbols": ["C", "S", "O", "Cl", "C", "C", "C", "H", "H", "H", "H", "H"],
  "positions_angstrom": [[0.92, 0.06, -2.25], [-0.66, 0.18, -1.68], [-1.94, -1.11, -2.57], [-1.86, 1.95, -2.12], [-0.81, 0.18, 0.02], [-1.38, 0.89, 0.94], [-0.81, -0.51, 1.34], [0.93, -0.08, -3.29], [1.76, 0.60, -1.90], [-1.78, 1.75, 1.23], [0.12, -0.56, 2.05], [-1.48, -1.30, 1.69]],
  "smiles": "C=[S@](=O)(Cl)C1=CC1",
  "charge": 0,
  "lumo_ev": -1.2,
  "energy_ev": -29624.85797,
  "spin_multiplicity": 1,
  "fmax_ev_per_a": 5.48,
  "homo_ev": -9.452
}

Record 5
{
  "formula": "CHINO2",
  "method": "ωB97M-V with the def2-TZVPD basis set",
  "symbols": ["C", "N", "O", "O", "I", "H"],
  "positions_angstrom": [[0.76, -1.09, -0.04], [-0.62, 0.94, -0.55], [1.69, -0.79, -0.73], [0.08, -1.72, 0.68], [-1.96, 1.07, 1.04], [0.05, 1.60, -0.41]],
  "charge": -1,
  "lumo_ev": 3.5,
  "energy_ev": -14739.17869,
  "spin_multiplicity": 1,
  "fmax_ev_per_a": 4.63,
  "homo_ev": -2.734
}

Record 6
{
  "formula": "C38H43N7O",
  "method": "ωB97M-V with the def2-TZVPD basis set",
  "symbols": ["C", "C", "C", "N", "C", "C", "H", "H", "H", "H", "H", "C", "C", "C", "N", "C", "C", "H", "H", "H", "H", "H", "C", "C", "C", "N", "C", "C", "H", "H", "H", "H", "H", "C", "C", "C", "N", "C", "C", "H", "H", "H", "H", "H", "C", "C", "C", "N", "C", "C", "H", "H", "H", "H", "H", "C", "C", "C", "N", "C", "C", "H", "H", "H", "H", "H", "C", "C", "C", "N", "C", "C", "H", "H", "H", "H", "H", "C", "C", "C", "O", "H", "H", "H", "H", "H", "H", "H", "H"],
  "positions_angstrom": [[-2.61, 2.15, -4.72], [-3.98, 1.85, -4.66], [-4.40, 0.68, -3.97], [-3.50, -0.14, -3.39], [-2.21, 0.20, -3.48], [-1.74, 1.31, -4.08], [-2.23, 3.00, -5.28], [-4.68, 2.51, -5.16], [-5.45, 0.40, -3.84], [-1.50, -0.53, -3.08], [-0.66, 1.41, -4.05], [6.08, -2.08, -2.12], [6.01, -1.54, -0.85], [5.94, -2.37, 0.24], [5.99, -3.68, 0.18], [6.04, -4.20, -1.05], [6.10, -3.46, -2.20], [6.22, -1.46, -3.01], [6.20, -0.48, -0.71], [5.92, -1.94, 1.23], [6.05, -5.29, -1.04], [6.03, -4.01, -3.12], [-2.83, -0.88, 2.53], [-4.13, -0.57, 2.84], [-4.33, 0.11, 4.02], [-3.37, 0.55, 4.81], [-2.12, 0.26, 4.49], [-1.80, -0.47, 3.36], [-2.60, -1.42, 1.61], [-4.94, -0.87, 2.19], [-5.31, 0.38, 4.35], [-1.41, 0.71, 5.20], [-0.77, -0.55, 3.12], [3.07, -1.62, 3.65], [3.24, -0.30, 3.40], [2.36, 0.60, 3.97], [1.35, 0.23, 4.77], [1.22, -1.08, 5.06], [2.07, -2.03, 4.50], [3.71, -2.32, 3.16], [3.97, 0.09, 2.71], [2.51, 1.67, 3.78], [0.39, -1.27, 5.71], [1.93, -3.05, 4.84], [0.25, -4.69, 1.97], [-0.88, -4.12, 1.37], [-0.67, -3.56, 0.16], [0.50, -3.49, -0.45], [1.55, -4.03, 0.17], [1.49, -4.66, 1.37], [0.08, -5.21, 2.90], [-1.89, -4.18, 1.73], [-1.54, -3.13, -0.37], [2.54, -4.05, -0.31], [2.35, -5.16, 1.80], [0.92, 3.76, -2.02], [-0.34, 4.30, -1.85], [-1.05, 4.79, -2.89], [-0.56, 4.77, -4.14], [0.65, 4.24, -4.37], [1.41, 3.71, -3.31], [1.36, 3.26, -1.20], [-0.84, 4.32, -0.90], [-2.06, 5.18, -2.84], [0.99, 4.23, -5.41], [2.37, 3.27, -3.52], [-3.43, 2.34, 0.34], [-4.20, 2.89, 1.32], [-5.18, 3.78, 0.98], [-5.51, 4.04, -0.26], [-4.75, 3.53, -1.21], [-3.72, 2.64, -0.98], [-2.62, 1.70, 0.63], [-4.11, 2.63, 2.37], [-5.78, 4.26, 1.75], [-5.03, 3.75, -2.26], [-3.28, 2.11, -1.82], [0.26, 0.09, 0.40], [1.16, -0.06, -0.80], [2.59, -0.53, -0.55], [0.54, -0.84, -1.81], [0.69, 0.75, 1.18], [0.18, -0.86, 0.92], [-0.78, 0.43, 0.23], [1.17, 0.96, -1.25], [3.15, 0.18, 0.07], [3.08, -0.62, -1.53], [2.48, -1.50, -0.04], [0.67, -1.73, -1.45]],
  "smiles": "c1ccncc1.c1ccncc1.c1ccncc1.c1ccncc1.c1ccncc1.c1ccncc1.c1ccncc1.CC(C)O",
  "charge": 0,
  "lumo_ev": 0.4,
  "energy_ev": -52579.63524,
  "spin_multiplicity": 1,
  "fmax_ev_per_a": 2.60,
  "homo_ev": -9.349
}